ORCA calculation (ωB97M-V with the def2-TZVPD basis set) on a molecular structure, C18H42ClLiN2O8.

Element x y z (Å)
1 Cl 0.021 -0.459 1.887
2 O -9.072 3.320 -0.327
3 O 7.647 -6.603 2.329
4 O -3.891 0.068 -6.141
5 O 3.261 2.857 -2.642
6 O 1.873 4.192 -1.598
7 O 3.896 4.866 -2.139
8 O -2.848 -0.784 -4.312
9 O -2.965 1.317 -4.517
10 N -6.680 4.703 0.849
11 N 7.041 -4.071 0.499
12 C -6.640 3.577 -0.219
13 C 7.604 -7.851 3.052
14 C -7.839 2.596 -0.385
15 C 2.973 3.971 -2.123
16 C -4.741 6.249 -0.307
17 C 6.375 -6.122 2.015
18 C 6.360 -4.618 -0.808
19 C 6.340 -4.614 1.825
20 C -3.292 0.145 -4.967
21 C 7.003 -2.478 0.559
22 C -10.193 2.756 -0.940
23 C 9.422 -3.943 -0.601
24 C -7.041 4.183 2.238
25 C 4.765 -4.432 -1.019
26 C -7.779 5.754 0.549
27 C -6.064 3.128 2.683
28 C -5.277 5.360 0.897
29 C 8.525 -4.622 0.446
30 Li -0.442 1.092 -1.533
31 H 6.772 -3.951 2.574
32 H -6.421 3.983 -1.207
33 H 6.776 -4.162 -1.706
34 H 5.344 -4.318 1.493
35 H -5.776 2.963 0.036
36 H -8.722 5.212 0.630
37 H -4.904 7.326 -0.322
38 H -10.019 2.292 -1.910
39 H 7.403 -2.048 -0.359
40 H -5.889 2.268 2.037
41 H -3.660 6.115 -0.281
42 H 4.332 -3.457 -0.796
43 H 9.065 -4.135 -1.613
44 H 10.389 -4.413 -0.418
45 H -8.097 3.911 2.257
46 H 9.514 -2.857 -0.585
47 H 6.019 -6.637 1.123
48 H 6.878 -7.791 3.863
49 H -11.018 3.465 -1.010
50 H 4.596 4.287 -2.451
51 H 7.326 -8.732 2.474
52 H -3.884 -0.891 -6.185
53 H -4.615 4.494 0.937
54 H -10.647 2.006 -0.294
55 H -5.112 5.942 -1.285
56 H -7.796 6.586 1.253
57 H -5.032 3.466 2.778
58 H 7.534 -2.137 1.448
59 H 5.765 -6.420 2.868
60 H 8.952 -4.425 1.429
61 H 8.648 -7.899 3.363
62 H 5.952 -2.207 0.656
63 H -7.774 1.829 0.387
64 H 8.486 -5.680 0.185
65 H -6.966 5.058 2.885
66 H -5.224 5.931 1.824
67 H 4.216 -5.055 -0.314
68 H 6.651 -5.664 -0.905
69 H 4.600 -4.744 -2.051
70 H -7.572 6.150 -0.445
71 H -7.991 1.984 -1.274
72 H -6.439 2.824 3.661

Properties
- Gap between HOMO and LUMO: 0.1776 Ha
- Total charge: 0
- LUMO energy: -0.471 eV
- Energy: -51426.603 eV

ORCA calculation (ωB97M-V with the def2-TZVPD basis set) on a molecular structure, C5H4CsLiO7.

Element x y z (Å)
1 Cs -0.812 4.446 -2.938
2 O -1.556 2.352 -0.306
3 O 2.621 -3.353 1.997
4 O 1.178 -1.727 1.629
5 O 3.137 -1.807 0.510
6 O -0.340 0.615 -0.724
7 O -4.569 3.817 -2.515
8 O -2.525 0.271 -0.005
9 C -1.574 1.099 -0.236
10 C -5.403 3.206 -1.988
11 C 0.141 -0.635 -0.264
12 C 2.335 -2.340 1.314
13 C 0.890 -0.462 1.050
14 Li 4.299 -3.331 0.977
15 H 0.810 -1.010 -1.048
16 H 1.811 0.115 0.904
17 H -0.699 -1.327 -0.128
18 H 0.256 0.070 1.770

Properties
- Relative energy (zero: lowest compared OMol25 entry of this formula, charge and spin): 0.0 kJ/mol
- Gap between HOMO and LUMO: 0.2302 Ha
- Total charge: 0
- LUMO energy: -1.131 eV
- Energy: -20336.468 eV

ORCA calculation (ωB97M-V with the def2-TZVPD basis set) on a molecular structure, C26H22BrN5O2PmS3.

Element x y z (Å)
1 Pm -0.294 0.595 -0.624
2 Br 7.054 0.517 -0.154
3 S 0.925 2.374 3.859
4 S -2.614 -0.948 -0.534
5 S 0.461 -1.196 1.565
6 O 1.653 -0.066 -1.392
7 O 1.078 2.048 -1.589
8 N 0.330 -3.179 -0.205
9 N -4.485 0.365 -1.891
10 N 0.335 1.992 1.387
11 N -0.164 -3.694 1.999
12 N -2.271 1.229 -1.953
13 C -3.199 0.310 -1.550
14 C -0.681 2.782 1.906
15 C -0.956 -5.696 0.804
16 C 3.723 2.451 -2.781
17 C -0.543 3.085 3.266
18 C 3.394 1.519 -1.804
19 C -2.548 4.354 3.200
20 C 6.049 2.204 -2.218
21 C -0.065 -7.251 2.929
22 C -4.866 1.354 -2.683
23 C -1.763 3.287 1.179
24 C -2.667 2.217 -2.778
25 C -0.634 -7.856 1.817
26 C 0.182 -2.808 1.068
27 C -2.682 4.077 1.835
28 C 5.701 1.291 -1.235
29 C 1.973 1.152 -1.588
30 C 1.226 1.738 2.300
31 C 4.384 0.923 -1.030
32 C -1.091 -7.077 0.767
33 C 0.075 -5.876 2.977
34 C -1.608 3.191 -3.199
35 C -0.349 -5.099 1.903
36 C -1.483 3.866 3.930
37 C 5.052 2.770 -3.000
38 C -3.986 2.313 -3.175
39 H -1.846 3.076 0.117
40 H -0.175 -3.316 2.934
41 H -1.566 -7.543 -0.085
42 H 0.275 -7.853 3.760
43 H -3.517 4.495 1.289
44 H 0.784 -2.540 -0.828
45 H 0.316 -4.156 -0.455
46 H 0.520 -5.399 3.842
47 H -1.250 3.754 -2.334
48 H 4.129 0.189 -0.277
49 H -4.319 3.101 -3.834
50 H -0.743 -8.931 1.782
51 H 2.109 1.146 2.106
52 H -1.981 3.894 -3.939
53 H -1.385 -5.091 0.015
54 H 7.087 2.462 -2.376
55 H -5.922 1.376 -2.927
56 H 5.324 3.463 -3.785
57 H -1.381 4.086 4.983
58 H 2.937 2.904 -3.371
59 H -3.290 4.969 3.689
60 H -0.752 2.657 -3.610

Properties
- 2S+1: 5
- Gap between HOMO and LUMO (alpha / beta): 0.2935 / 0.2963 Ha
- Total charge: +1
- LUMO energy (alpha / beta): -2.697 / -2.634 eV
- Energy: -157967.747 eV

The calculation returns the following max |F| values, one per record and in order: 8.218, 3.707, 3.159 eV Å⁻¹.